{
  "formula": "C6H13NS",
  "method": "ωB97M-V/def2-TZVPD",
  "species": ["C", "N", "S", "C", "C", "C", "C", "C", "H", "H", "H", "H", "H", "H", "H", "H", "H", "H", "H", "H", "H"],
  "coordinates": [[1.29328, 1.65721, 1.25063], [0.04143, 1.56783, 1.14290], [-0.63380, -0.12041, 0.88332], [-1.05261, -0.70834, 2.34765], [-2.14371, 0.54939, 0.09885], [-0.01046, -1.32563, -0.25501], [0.25890, -0.88520, -1.62626], [1.67115, -0.30999, -1.94065], [1.75556, 2.50911, 1.45073], [1.82314, 0.64847, 1.11331], [-1.44489, -0.01252, 3.00192], [-0.21425, -1.28866, 2.78739], [-2.14444, 1.44715, -0.51758], [-2.77095, -0.29011, -0.32154], [-2.96642, 0.82286, 0.89142], [0.77999, -1.84363, 0.11702], [0.10686, -1.68092, -2.29389], [-0.32955, -0.12839, -2.17434], [2.17700, -0.13303, -0.96583], [1.56858, 0.63702, -2.45518], [2.23519, -1.11221, -2.53485]],
  "forces_ev_per_a": [[-2.161, -6.255, -1.345], [-0.417, 0.629, -0.232], [-0.551, -0.202, -1.728], [1.683, -2.102, -0.569], [-3.382, -0.757, 1.537], [-3.177, 3.132, 0.789], [0.664, 2.386, -1.723], [0.800, -1.733, 0.600], [2.083, 3.683, 0.917], [0.298, 1.516, 0.239], [-0.874, 1.582, 1.049], [-0.663, 0.120, -0.475], [0.928, -0.362, -0.205], [1.486, 0.588, -0.223], [2.237, -0.255, -0.549], [2.100, -1.619, 1.701], [-0.151, -1.683, -0.628], [-0.988, -0.166, 1.278], [0.040, -0.091, -0.822], [0.406, 0.028, -0.338], [-0.361, 1.562, 0.727]],
  "mulliken_charge": [-0.34, -0.44, 0.74, -1.12, -1.14, -0.89, -0.37, -0.87, 0.42, 0.19, 0.42, 0.27, 0.39, 0.35, 0.35, 0.52, 0.49, 0.29, 0.17, 0.26, 0.31],
  "e_above_lowest_kcal_mol": 172.5,
  "multiplicity": 1,
  "homo_energy_ev": -7.33,
  "charge": 0,
  "total_energy_ev": -18750.7955
}

=====

{
  "formula": "C6H13NSi2",
  "method": "ωB97M-V/def2-TZVPD",
  "species": ["C", "C", "C", "C", "C", "C", "N", "Si", "Si", "H", "H", "H", "H", "H", "H", "H", "H", "H", "H", "H", "H", "H"],
  "coordinates": [[-1.16285, -0.04139, -0.44695], [-0.44091, -1.35047, -0.41696], [-0.06691, 0.86433, -0.09223], [0.84858, -1.19619, -0.02544], [0.02739, 2.30376, -0.01314], [1.95521, -2.14827, -0.04571], [1.13881, 0.17746, 0.13684], [-3.04366, -0.06530, 0.33076], [2.80434, 0.71072, 0.72493], [-1.42483, 0.04930, -1.58580], [-0.86155, -2.29886, -0.74302], [-0.03995, 2.71891, 1.06322], [0.98277, 2.78321, -0.19131], [-0.77582, 2.74446, -0.66144], [1.72405, -3.16646, 0.29808], [2.48716, -2.18034, -0.99451], [2.71016, -1.67465, 0.60744], [-4.17620, -0.81055, -0.49336], [-3.10327, -1.01010, 1.50889], [-3.53903, 1.39843, 0.54602], [2.89444, 2.02542, 0.08406], [3.74806, 0.01233, -0.02203]],
  "forces_ev_per_a": [[-1.151, -0.958, -1.763], [0.420, -0.789, 0.661], [4.404, -0.940, 0.930], [-1.870, 0.060, -1.535], [-1.739, 2.316, 1.143], [1.344, -0.195, 0.936], [-3.587, 0.812, -1.090], [-0.347, -0.189, -0.184], [-1.127, 1.426, 2.593], [0.434, 0.402, 1.661], [-0.011, 0.244, 0.208], [-0.694, -0.833, -1.146], [0.427, -0.605, -0.990], [0.707, 0.026, 0.828], [-0.062, 0.470, -0.136], [-0.326, -0.076, -0.321], [-0.111, -0.926, 0.170], [1.453, 0.916, 0.158], [0.351, 0.823, -0.116], [0.546, -1.279, -0.030], [-0.159, 0.564, -0.377], [1.096, -1.270, -1.603]],
  "mulliken_charge": [0.73, -0.94, 0.09, 0.33, -1.44, -1.23, 0.35, 0.34, -0.31, 0.27, 0.39, 0.29, 0.34, 0.32, 0.35, 0.29, 0.25, -0.07, -0.08, -0.08, -0.11, -0.10],
  "e_above_lowest_kcal_mol": 64.5,
  "multiplicity": 1,
  "homo_energy_ev": [-6.39, -6.39],
  "charge": 0,
  "total_energy_ev": -23674.2884
}

=====

{
  "formula": "C6H13NdO3",
  "method": "ωB97M-V/def2-TZVPD",
  "species": ["C", "O", "C", "C", "O", "C", "C", "O", "C", "Nd", "H", "H", "H", "H", "H", "H", "H", "H", "H", "H", "H", "H", "H"],
  "coordinates": [[2.26534, 1.69020, -0.66834], [2.07445, 0.93232, 0.52668], [2.66807, -0.36017, 0.42010], [1.64183, -1.31964, -0.11552], [0.31869, -1.07757, 0.44008], [-0.76249, -1.54862, -0.34634], [-2.00723, -0.82805, 0.10519], [-1.70352, 0.56304, 0.12011], [-2.83902, 1.39789, 0.29835], [0.21692, 1.11989, 1.33570], [2.50308, 2.75544, -0.70451], [1.29846, 1.94793, -1.16177], [3.60920, 0.59170, -0.15475], [1.92229, -2.36342, 0.08803], [1.55679, -1.21057, -1.20870], [-0.88705, -2.63593, -0.23391], [-0.56794, -1.32342, -1.40737], [-2.31444, -1.14686, 1.11434], [-2.83209, -1.02807, -0.59407], [-2.49354, 2.43606, 0.24644], [-3.56457, 1.20894, -0.50498], [-3.30400, 1.21016, 1.27762], [3.20079, -1.01125, 1.12764]],
  "forces_ev_per_a": [[-0.471, 1.529, -2.639], [1.797, 0.052, 1.738], [2.816, 0.465, -1.237], [0.263, -0.733, -2.359], [0.612, -0.092, 0.196], [-0.209, -0.409, -0.659], [-0.289, -0.479, 0.043], [-0.727, -0.245, -0.717], [-0.528, 0.192, 0.005], [-2.468, 2.156, 2.768], [1.212, 0.256, 2.165], [-0.628, -1.690, -0.176], [-1.231, -3.628, -1.219], [-0.020, 0.350, 0.032], [-0.197, 0.034, 0.127], [0.033, 0.260, -0.015], [0.003, -0.052, 0.289], [0.004, 0.058, -0.179], [0.188, 0.012, 0.180], [-0.133, -0.171, -0.051], [0.141, 0.167, 0.250], [0.005, 0.040, -0.242], [-0.170, 1.928, 1.700]],
  "mulliken_spin": [-0.01, 0.00, 0.00, 0.00, 0.01, 0.00, 0.00, 0.01, 0.00, 4.00, 0.00, 0.00, 0.00, 0.00, 0.00, 0.00, 0.00, 0.00, 0.00, 0.00, 0.00, 0.00, 0.00],
  "e_above_lowest_kcal_mol": 98.8,
  "multiplicity": 5,
  "homo_energy_ev": [-9.78, -10.32],
  "charge": 1,
  "total_energy_ev": -27837.2758
}

=====

{
  "formula": "C6H13O2",
  "method": "ωB97M-V/def2-TZVPD",
  "species": ["C", "O", "C", "C", "C", "C", "C", "H", "H", "H", "H", "H", "H", "H", "H", "H", "H", "H", "H", "H", "O"],
  "coordinates": [[0.74581, 2.07413, 0.00481], [1.82380, 2.02127, -0.85096], [-0.31283, 1.01275, -0.31827], [0.20359, -0.41212, -0.15104], [-0.89688, -1.43327, -0.70332], [-2.91280, -2.47528, 0.59101], [-2.26641, -1.38515, -0.01729], [1.14235, 2.01609, 1.02564], [0.20634, 3.05355, -0.05974], [-0.59712, 1.23127, -1.33774], [-1.24355, 1.11061, 0.25678], [0.57020, -0.68366, 0.82316], [0.99523, -0.74340, -0.77785], [-0.57466, -2.49861, -0.68651], [-0.97959, -1.08659, -1.74399], [-1.51784, -2.37481, 1.21942], [-3.52654, -2.14067, 1.39873], [-2.53909, -0.34980, 0.24409], [3.20338, 1.31452, 0.03683], [4.64032, 0.73049, 0.28797], [3.83628, 1.01868, 0.75829]],
  "forces_ev_per_a": [[0.942, 0.653, -0.748], [-0.149, -0.367, 0.067], [0.727, -0.248, 0.702], [-2.017, -1.398, -0.957], [-0.490, -0.007, 0.163], [4.965, 1.202, 0.607], [1.178, -0.106, 1.630], [-0.520, -0.294, 0.687], [0.013, -0.014, 0.102], [-0.008, -0.290, -0.596], [0.227, 0.291, 0.306], [-0.312, 0.179, 0.891], [1.131, 0.785, -0.756], [0.015, 0.670, -0.120], [-0.274, -0.336, 0.069], [-3.340, -0.996, -1.413], [-0.968, 0.259, 0.259], [-0.670, -0.217, -0.781], [-0.483, 0.332, 0.062], [-0.660, 0.244, 0.298], [0.695, -0.340, -0.473]],
  "mulliken_charge": [-0.77, -0.97, -0.30, -0.22, -1.06, -0.67, 0.11, 0.27, 0.28, 0.26, 0.14, 0.35, 0.24, 0.39, 0.40, 0.15, 0.22, 0.18, 0.44, 0.26, -0.69],
  "e_above_lowest_kcal_mol": 146.2,
  "multiplicity": 1,
  "homo_energy_ev": -3.08,
  "charge": -1,
  "total_energy_ev": -10523.3643
}

=====

{
  "formula": "C6H13O2",
  "method": "ωB97M-V/def2-TZVPD",
  "species": ["C", "O", "C", "C", "C", "C", "C", "H", "H", "H", "H", "H", "H", "H", "H", "H", "H", "H", "H", "H", "O"],
  "coordinates": [[-1.98986, 0.62933, 0.94494], [-2.68041, -0.46360, 1.45609], [-0.47411, 0.36920, 0.81341], [-0.04186, -0.14272, -0.60909], [1.50446, -0.53554, -0.74386], [3.67281, 0.37229, 0.28842], [2.54812, 0.55853, -0.62900], [-2.47325, 0.97003, -0.01496], [-2.10498, 1.43464, 1.72174], [-0.21553, -0.30965, 1.64711], [0.07843, 1.42325, 1.02316], [-0.31415, 0.52148, -1.47824], [-0.71812, -1.04787, -0.86924], [1.57131, -1.31171, -1.50124], [1.86516, -1.20032, 0.13517], [2.39967, 0.24942, 0.99046], [4.62297, 0.94377, 0.06286], [2.28826, 1.60844, -1.22873], [-3.06166, -0.88478, 0.62981], [-3.37510, -1.93487, -1.59775], [-3.10217, -1.24933, -1.04105]],
  "forces_ev_per_a": [[-0.163, 1.268, 0.498], [-0.449, -0.476, -0.486], [1.037, 2.352, -0.999], [-0.139, -1.506, -0.286], [-1.223, -0.747, 2.838], [-4.996, -0.477, -2.321], [1.244, 1.848, -0.079], [0.706, -0.271, 0.748], [0.096, -0.253, -0.693], [0.157, 0.092, -0.572], [-0.980, -2.182, -0.364], [0.264, -0.018, 1.186], [1.081, 1.161, 0.608], [0.575, 0.716, -0.943], [-1.062, 0.607, -0.850], [4.040, 0.581, -0.711], [-1.536, 0.447, 1.416], [1.143, -2.780, 0.872], [0.175, -0.534, -0.189], [-0.730, -1.600, -1.114], [0.761, 1.774, 1.442]],
  "mulliken_charge": [-0.64, -0.58, -0.34, -0.18, -1.18, -0.77, 0.08, 0.29, 0.28, 0.23, 0.19, 0.30, 0.31, 0.40, 0.37, 0.32, 0.22, 0.24, 0.43, 0.10, -1.08],
  "e_above_lowest_kcal_mol": 175.9,
  "multiplicity": 1,
  "homo_energy_ev": -3.45,
  "charge": -1,
  "total_energy_ev": -10522.0784
}